[1]
{
  "formula": "C16H25IrN6O3S",
  "method": "wB97M-V/def2-TZVPD",
  "gap_ha": [0.2792, 0.2095],
  "molar_mass_g_mol": 573.70,
  "total_charge": 2,
  "e_homo_ha": [-0.495, -0.519],
  "spin_multiplicity": 5,
  "fmax_ev_per_a": 1.1,
  "symbols": ["Ir", "C", "C", "N", "N", "C", "N", "S", "C", "C", "C", "C", "C", "N", "H", "H", "H", "H", "H", "H", "H", "H", "H", "C", "N", "C", "C", "O", "C", "O", "C", "C", "O", "N", "C", "C", "H", "H", "H", "H", "H", "H", "H", "H", "H", "H", "H", "H", "H", "H", "H", "H"],
  "xyz": [[0.2090, 0.2067, 0.4757], [3.7625, -1.1206, -1.9538], [2.6616, -0.4126, -1.2496], [1.5655, -0.9823, -0.8635], [1.3696, -2.2831, -1.0656], [0.5418, -2.8756, -0.2555], [0.2162, -4.1537, -0.4496], [-0.1184, -2.0818, 1.1795], [2.7952, 1.0013, -0.8723], [3.6609, 1.8752, -1.5102], [3.7579, 3.1850, -1.0605], [3.0028, 3.5800, 0.0316], [2.1573, 2.6549, 0.6227], [2.0521, 1.4046, 0.1779], [3.5851, -2.1908, -1.9681], [4.7175, -0.9109, -1.4710], [3.8305, -0.7692, -2.9874], [0.6215, -4.6633, -1.2190], [-0.3225, -4.6561, 0.2338], [4.2456, 1.5320, -2.3524], [4.4233, 3.8819, -1.5517], [3.0728, 4.5820, 0.4297], [1.5589, 2.9170, 1.4862], [-2.4445, 1.9249, 4.0925], [-3.1074, 1.2691, 2.9636], [-4.4791, 0.8383, 3.2104], [-2.4396, 1.0140, 1.8564], [-1.2453, 1.3640, 1.6926], [-3.1605, 0.2865, 0.7267], [-2.2286, -0.0689, -0.2739], [-2.5008, 0.3309, -1.6018], [-1.3697, 1.2029, -2.1356], [-0.3207, 1.3376, -1.4692], [-1.5545, 1.7946, -3.3042], [-0.5634, 2.7321, -3.8302], [-2.7568, 1.6022, -4.1104], [-3.0786, 2.7254, 4.4680], [-1.4953, 2.3380, 3.7748], [-2.2751, 1.2058, 4.8950], [-5.0031, 1.6243, 3.7493], [-4.4880, -0.0606, 3.8295], [-5.0203, 0.6429, 2.2893], [-3.9436, 0.9344, 0.3270], [-3.6135, -0.6278, 1.1138], [-3.4411, 0.8808, -1.6700], [-2.5804, -0.5712, -2.2131], [0.2648, 2.8146, -3.1365], [-1.0238, 3.7118, -3.9609], [-0.1981, 2.3869, -4.7970], [-3.1279, 0.5824, -4.0337], [-2.5031, 1.7886, -5.1505], [-3.5497, 2.2974, -3.8266]]
}


[2]
{
  "formula": "C29H59Cl4N5O4",
  "method": "wB97M-V/def2-TZVPD",
  "gap_ha": 0.1826,
  "molar_mass_g_mol": 683.63,
  "total_charge": 0,
  "e_homo_ha": -0.217,
  "fmax_ev_per_a": 4.0,
  "symbols": ["C", "O", "C", "C", "N", "H", "H", "C", "C", "O", "C", "H", "H", "H", "H", "H", "H", "H", "H", "H", "H", "H", "H", "H", "H", "C", "C", "O", "O", "H", "H", "H", "C", "C", "N", "C", "C", "C", "C", "H", "H", "H", "H", "H", "H", "H", "H", "H", "H", "H", "H", "H", "H", "H", "C", "C", "N", "C", "C", "C", "C", "H", "H", "H", "H", "H", "H", "H", "H", "H", "H", "H", "H", "H", "H", "H", "C", "Cl", "Cl", "Cl", "Cl", "N", "C", "C", "C", "C", "H", "H", "H", "H", "H", "N", "C", "C", "C", "C", "H", "H", "H", "H", "H"],
  "xyz": [[-18.9941, -9.6438, 33.8278], [-18.7702, -8.2436, 34.2530], [-19.9861, -7.4718, 34.5760], [-19.5127, -6.0905, 34.8370], [-18.5223, -6.0978, 36.0164], [-18.9996, -6.1324, 36.9058], [-18.1336, -7.0268, 35.9389], [-17.4314, -4.9586, 36.0640], [-16.4993, -5.1356, 37.3042], [-16.1588, -6.4955, 37.4487], [-15.5662, -6.8347, 38.7415], [-19.3793, -10.3376, 34.5750], [-18.0108, -10.0392, 33.5730], [-19.6256, -9.6459, 32.9393], [-20.6457, -7.7660, 35.3923], [-20.7367, -7.3739, 33.7917], [-20.2553, -5.3313, 35.0825], [-18.9318, -5.6145, 34.0471], [-17.9855, -4.0302, 36.2024], [-16.8865, -4.9407, 35.1202], [-17.0910, -5.0004, 38.2096], [-15.6211, -4.4981, 37.4064], [-16.2705, -7.0171, 39.5531], [-14.8506, -6.1042, 39.1190], [-14.9716, -7.7289, 38.5547], [-25.7694, -7.1858, 32.7562], [-26.0988, -6.8333, 34.2689], [-25.1631, -6.1571, 34.7935], [-27.1643, -7.1526, 34.8397], [-24.9935, -6.5082, 32.4001], [-26.6244, -7.1404, 32.0817], [-25.4091, -8.2143, 32.7775], [-21.0964, -6.6736, 28.6741], [-22.3850, -5.8051, 28.7413], [-22.8028, -5.2153, 27.4623], [-23.8778, -4.2265, 27.7116], [-23.7282, -3.0154, 26.8060], [-23.2140, -6.2332, 26.4824], [-24.3649, -7.2051, 26.8754], [-20.4467, -6.6556, 29.5491], [-20.5525, -6.4076, 27.7678], [-21.3638, -7.7136, 28.4872], [-23.2580, -6.3500, 29.1006], [-22.0631, -4.9811, 29.3781], [-24.8312, -4.6397, 27.3825], [-23.9414, -3.9445, 28.7626], [-22.7985, -2.4770, 26.9902], [-23.7664, -3.4699, 25.8160], [-24.5919, -2.3795, 27.0006], [-22.3334, -6.8684, 26.3865], [-23.4491, -5.7999, 25.5102], [-25.3421, -6.7540, 27.0481], [-24.0491, -7.9383, 27.6175], [-24.4381, -7.8044, 25.9679], [-31.4713, -11.5216, 26.6736], [-30.6933, -12.1546, 27.8525], [-31.0792, -11.6269, 29.1947], [-32.4838, -11.9000, 29.5291], [-32.6778, -13.3879, 29.8367], [-30.7792, -10.1974, 29.3155], [-31.0671, -9.5218, 30.6806], [-32.4599, -11.9791, 26.6350], [-31.1539, -11.8640, 25.6886], [-31.4843, -10.4328, 26.7226], [-30.8723, -13.2296, 27.8307], [-29.6097, -12.1930, 27.7408], [-32.9769, -11.3962, 30.3604], [-33.1266, -11.5924, 28.7043], [-33.0660, -14.0149, 29.0341], [-31.8726, -13.7619, 30.4691], [-33.5452, -13.5325, 30.4808], [-31.3316, -9.5729, 28.6133], [-29.7318, -10.1016, 29.0295], [-32.1167, -9.3788, 30.9373], [-30.4722, -8.6387, 30.9136], [-30.8195, -10.2721, 31.4314], [-29.5002, -2.8726, 28.8615], [-28.1925, -3.5069, 29.8594], [-30.8766, -2.5798, 29.9121], [-28.9980, -1.2701, 28.1221], [-29.9499, -4.0410, 27.5883], [-23.8223, -12.4295, 35.9173], [-22.8667, -13.2352, 35.3372], [-23.3326, -13.5387, 34.1073], [-24.5948, -12.9002, 33.9127], [-24.8327, -12.0897, 35.0804], [-23.8159, -12.0427, 36.8503], [-21.9390, -13.5836, 35.7667], [-22.9562, -14.2831, 33.4214], [-25.2154, -12.9419, 33.0298], [-25.6572, -11.4326, 35.3142], [-30.6364, -8.9462, 37.2791], [-31.6430, -8.1025, 37.6862], [-32.1534, -8.5243, 38.8566], [-31.3218, -9.6114, 39.3133], [-30.4536, -9.8568, 38.2479], [-30.0154, -8.7214, 36.5150], [-32.0121, -7.3010, 37.0634], [-33.0222, -8.0885, 39.3275], [-31.3261, -10.1976, 40.2203], [-29.6264, -10.5423, 38.1374]]
}


[3]
{
  "formula": "C25H18BCl76FN2O3P",
  "method": "wB97M-V/def2-TZVPD",
  "gap_ha": 0.1910,
  "molar_mass_g_mol": 3149.64,
  "total_charge": -1,
  "e_homo_ha": -0.157,
  "fmax_ev_per_a": 1.7,
  "symbols": ["C", "N", "C", "C", "O", "P", "C", "C", "F", "O", "C", "B", "N", "O", "H", "H", "H", "H", "H", "H", "H", "H", "H", "H", "H", "H", "H", "H", "H", "H", "H", "H", "C", "Cl", "Cl", "Cl", "Cl", "C", "Cl", "Cl", "Cl", "Cl", "C", "Cl", "Cl", "Cl", "Cl", "C", "Cl", "Cl", "Cl", "Cl", "C", "Cl", "Cl", "Cl", "Cl", "C", "Cl", "Cl", "Cl", "Cl", "C", "Cl", "Cl", "Cl", "Cl", "C", "Cl", "Cl", "Cl", "Cl", "C", "Cl", "Cl", "Cl", "Cl", "C", "Cl", "Cl", "Cl", "Cl", "C", "Cl", "Cl", "Cl", "Cl", "C", "Cl", "Cl", "Cl", "Cl", "C", "Cl", "Cl", "Cl", "Cl", "C", "Cl", "Cl", "Cl", "Cl", "C", "Cl", "Cl", "Cl", "Cl", "C", "Cl", "Cl", "Cl", "Cl", "C", "Cl", "Cl", "Cl", "Cl", "C", "Cl", "Cl", "Cl", "Cl", "C", "Cl", "Cl", "Cl", "Cl"],
  "xyz": [[7.2229, -1.3429, -3.7172], [7.6089, -1.2735, -5.1286], [6.6721, -1.9801, -6.0067], [5.2739, -1.2789, -6.0947], [5.1715, -0.1092, -5.3157], [3.5571, 0.5571, -5.5923], [4.2049, 2.3290, -5.2211], [5.3249, 2.4624, -4.1772], [5.0988, 1.7044, -2.9698], [2.9648, -1.1384, -5.8472], [4.0223, -2.1118, -5.7359], [4.0150, -2.7299, -4.2598], [3.7574, -1.9485, -3.0527], [4.3281, -4.1163, -4.1508], [6.2752, -1.9017, -3.5821], [7.0550, -0.3516, -3.2628], [8.0065, -1.8674, -3.1093], [7.7140, -0.3047, -5.4303], [6.5739, -3.0387, -5.6590], [7.1191, -2.0350, -7.0288], [5.0857, -1.0425, -7.1808], [3.1417, 0.4495, -4.2258], [2.2181, 1.0526, -5.9102], [3.8757, 0.6696, -6.9997], [4.5739, 2.7713, -6.1761], [3.3195, 2.9254, -4.8928], [5.4204, 3.5317, -3.8372], [6.3051, 2.1525, -4.6095], [3.9264, -2.9602, -6.4555], [2.7797, -1.8027, -2.7881], [4.3110, -2.2543, -2.2481], [3.5875, -4.6169, -3.7475], [-3.7170, 1.9445, -1.7261], [-3.2331, 0.3770, -2.4110], [-5.4677, 2.1294, -1.8885], [-3.2945, 2.0159, -0.0094], [-2.8949, 3.2319, -2.5901], [1.2904, 2.3925, 1.0445], [1.7476, 3.9066, 1.8308], [2.4643, 1.1340, 1.4304], [-0.3065, 1.8670, 1.6010], [1.2830, 2.5924, -0.7077], [1.5137, -3.1775, 1.8032], [2.2957, -3.3429, 3.3833], [2.7472, -3.1427, 0.5403], [0.4417, -4.5602, 1.5319], [0.6169, -1.6607, 1.7458], [-2.7715, 1.6489, 5.2170], [-1.2873, 2.5839, 5.4317], [-2.7560, 0.2458, 6.2879], [-4.1745, 2.6575, 5.5832], [-2.8878, 1.1034, 3.5411], [-8.8596, -1.3458, -5.0204], [-8.7991, -2.6418, -3.8126], [-7.2342, -1.0035, -5.6038], [-9.8748, -1.8597, -6.3756], [-9.5623, 0.0968, -4.2807], [-8.1582, 2.3175, 3.2231], [-6.4276, 2.0303, 3.3913], [-8.9113, 1.0491, 2.2526], [-8.9005, 2.3606, 4.8242], [-8.3807, 3.8869, 2.4289], [5.5820, 5.0761, -1.3309], [6.8612, 3.8725, -1.4760], [4.0426, 4.2337, -1.2107], [5.8554, 6.0259, 0.1496], [5.5824, 6.1613, -2.7246], [-9.5534, 5.4461, 8.0223], [-9.0140, 6.9396, 8.8023], [-8.4516, 4.1300, 8.4507], [-11.1863, 5.0507, 8.5756], [-9.5580, 5.6636, 6.2755], [-11.3184, 7.7938, 3.3470], [-12.3019, 7.5354, 4.7901], [-12.3669, 7.8399, 1.9250], [-10.4472, 9.3240, 3.4914], [-10.1520, 6.4747, 3.1656], [4.8929, 2.4456, 4.3460], [3.1751, 2.7284, 4.6420], [5.8519, 3.1865, 5.6356], [5.1980, 0.7031, 4.3139], [5.3536, 3.1519, 2.7973], [4.4611, -7.1209, -0.0087], [5.1558, -8.6149, -0.6538], [3.4138, -7.5146, 1.3707], [5.7641, -6.0619, 0.5371], [3.5362, -6.3035, -1.2661], [-4.5371, -4.5160, -6.1645], [-6.0488, -4.0820, -5.3466], [-4.8413, -5.8729, -7.2597], [-3.9661, -3.1242, -7.0869], [-3.3056, -4.9881, -4.9911], [-4.0332, -2.7338, 8.9376], [-3.6528, -2.8409, 10.6606], [-2.5311, -2.7295, 8.0047], [-5.0140, -4.1241, 8.4628], [-4.9294, -1.2452, 8.6239], [0.4768, -9.2162, -2.2492], [1.4229, -10.0920, -3.4649], [-0.8860, -10.2169, -1.7345], [1.5072, -8.8488, -0.8717], [-0.1307, -7.7167, -2.9679], [9.6013, 5.3684, 6.4809], [10.3202, 6.8558, 7.1108], [10.6152, 3.9906, 6.9235], [7.9888, 5.1569, 7.1723], [9.4742, 5.4681, 4.7237], [-5.4728, 7.0745, 4.7501], [-3.7686, 6.6241, 4.8669], [-6.3314, 5.8707, 3.7806], [-6.1773, 7.1403, 6.3700], [-5.6191, 8.6593, 3.9808], [7.0506, 0.0573, 0.2933], [7.5302, -1.6193, 0.0201], [6.0759, 0.6511, -1.0389], [6.1055, 0.1500, 1.7954], [8.5020, 1.0626, 0.4631], [-4.8661, -7.0638, -1.6785], [-3.1311, -7.3232, -1.8861], [-5.7332, -8.4176, -2.4285], [-5.2487, -7.0123, 0.0479], [-5.3665, -5.5721, -2.4632], [-3.6944, -2.4404, 1.5817], [-3.1205, -1.5056, 0.2086], [-5.0923, -1.6071, 2.2827], [-4.1536, -4.0750, 1.0808], [-2.4080, -2.5505, 2.7897]]
}


[4]
{
  "formula": "H3S2",
  "method": "wB97M-V/def2-TZVPD",
  "gap_ha": 0.2662,
  "molar_mass_g_mol": 67.16,
  "relative_energy_ev": 0.978,
  "total_charge": -1,
  "e_homo_ha": -0.126,
  "fmax_ev_per_a": 2.8,
  "symbols": ["S", "H", "S", "H", "H"],
  "xyz": [[-0.5811, -1.2175, 0.1790], [-1.2920, -2.3554, 0.1766], [0.6372, 1.7097, -0.6949], [1.1531, 1.6029, 0.5222], [0.0828, 0.2604, -0.1828]]
}